[1]
ORCA calculation (ωB97M-V with the def2-TZVPD basis set) on one molecule with the formula C6H10ClN in a non-equilibrium geometry.

Computed properties:
SMILES string	CN1CC[C@@H]2[C@@H](Cl)[C@H]21
relative energy (zero: lowest compared OMol25 entry of this formula, charge and spin)	3.5376	eV
HOMO energy	-8.80	eV
gap between HOMO and LUMO	9.88	eV

Structure (ORCA input):
```
! wB97M-V def2-TZVPD RIJCOSX def2/J DEFGRID3
* xyz 0 1
C -0.39 2.43 1.06
N -0.44 1.34 0.12
C -1.82 1.09 -0.44
C -1.95 -0.49 -0.66
C -0.47 -0.82 -0.53
C 0.66 -1.23 0.36
Cl 2.26 -1.32 -0.36
C -0.13 0.04 0.65
H 0.59 2.55 1.41
H -1.03 2.25 1.94
H -0.74 3.39 0.58
H -2.60 1.44 0.28
H -2.00 1.64 -1.35
H -2.37 -0.72 -1.65
H -2.55 -0.93 0.12
H 0.09 -0.40 -1.28
H 0.55 -1.97 1.09
H -0.73 -0.21 1.51
*
```

---

[2]
ORCA calculation (ωB97M-V with the def2-TZVPD basis set) on C14H13Cl5N3O4S5SbW as an isolated structure in a non-equilibrium geometry.

Computed properties:
HOMO energy (alpha / beta)	-7.93 / -7.93	eV
gap between HOMO and LUMO (alpha / beta)	5.00 / 4.94	eV

Structure (ORCA input):
```
! wB97M-V def2-TZVPD RIJCOSX def2/J DEFGRID3
* xyz 0 1
W 2.16 1.70 0.82
S 0.47 4.83 3.21
Sb 2.35 3.72 2.56
S 2.04 1.28 3.16
S 1.57 2.72 -1.02
S 4.16 4.36 3.78
Cl 3.10 -0.65 0.55
C 4.57 0.30 0.58
C 4.27 1.65 0.57
C 5.36 2.51 0.45
Cl 5.06 4.19 0.21
C 6.66 2.02 0.43
Cl 7.98 3.10 0.27
C 6.90 0.64 0.52
Cl 8.50 0.04 0.50
C 5.83 -0.25 0.57
Cl 6.07 -1.95 0.63
C -3.45 -4.25 -2.87
C -4.23 -2.96 -3.11
S -4.52 -2.07 -1.57
O -5.48 -1.03 -1.80
O -4.73 -3.02 -0.51
C -2.94 -1.24 -1.20
C -3.06 -0.80 0.26
N -2.04 0.19 0.63
C -0.72 -0.05 0.68
N -0.04 1.06 0.96
C -0.96 2.06 1.09
C -2.20 1.54 0.89
N -3.44 2.25 1.00
O -4.45 1.62 1.26
O -3.37 3.45 0.86
C -0.10 -1.39 0.50
H -3.51 -4.89 -3.75
H -3.88 -4.78 -2.03
H -2.40 -4.05 -2.67
H -5.24 -3.15 -3.48
H -3.73 -2.27 -3.78
H -2.86 -0.39 -1.87
H -2.13 -1.94 -1.37
H -2.99 -1.66 0.93
H -4.03 -0.34 0.42
H -0.72 3.08 1.36
H -0.83 -2.18 0.64
H 0.69 -1.53 1.23
H 0.33 -1.49 -0.50
*
```

---

[3]
ORCA calculation (ωB97M-V with the def2-TZVPD basis set) on one molecule with the formula C14H25N3O4.

Computed properties:
SMILES string	O=C(NCCCN1CCOCC1)C(=O)NC[C@H]1CCCO1
relative energy (zero: lowest compared OMol25 entry of this formula, charge and spin)	0.1651	eV
HOMO energy	-8.90	eV
gap between HOMO and LUMO	9.79	eV

Structure (ORCA input):
```
! wB97M-V def2-TZVPD RIJCOSX def2/J DEFGRID3
* xyz 0 1
O -1.29 -0.02 2.43
C -0.89 -0.16 1.28
N -1.50 -0.83 0.30
C -2.84 -1.35 0.35
C -3.84 -0.42 -0.37
C -3.24 0.19 -1.64
N -2.46 -0.77 -2.40
C -1.49 -0.15 -3.28
C -0.63 -1.25 -3.92
O -1.42 -2.17 -4.64
C -2.38 -2.76 -3.79
C -3.29 -1.70 -3.16
C 0.45 0.42 0.81
O 0.79 0.36 -0.36
N 1.12 1.02 1.80
C 2.43 1.58 1.65
C 3.45 0.80 2.51
C 4.85 1.41 2.44
C 4.87 2.35 3.64
C 4.01 1.58 4.64
O 3.05 0.86 3.88
H -1.06 -0.80 -0.61
H -2.84 -2.33 -0.14
H -3.12 -1.46 1.40
H -4.12 0.40 0.30
H -4.74 -0.99 -0.60
H -2.57 1.00 -1.35
H -4.05 0.64 -2.25
H -0.84 0.51 -2.70
H -1.98 0.43 -4.08
H 0.07 -0.82 -4.64
H -0.07 -1.77 -3.13
H -2.97 -3.44 -4.42
H -1.88 -3.33 -3.00
H -4.00 -2.18 -2.49
H -3.85 -1.17 -3.95
H 0.73 0.93 2.73
H 2.42 2.63 1.97
H 2.70 1.51 0.60
H 3.43 -0.25 2.20
H 5.61 0.63 2.56
H 5.02 1.92 1.49
H 4.40 3.30 3.39
H 5.87 2.54 4.02
H 4.62 0.87 5.21
H 3.48 2.22 5.34
*
```

---

[4]
ORCA calculation (ωB97M-V with the def2-TZVPD basis set) on H4O2Rb as an isolated structure.

Computed properties:
relative energy (zero: lowest compared OMol25 entry of this formula, charge and spin)	0.2881	eV
HOMO energy	-16.04	eV
gap between HOMO and LUMO	12.13	eV

Structure (ORCA input):
```
! wB97M-V def2-TZVPD RIJCOSX def2/J DEFGRID3
* xyz 1 1
Rb 0.05 -1.72 -0.04
O 2.36 0.12 -0.09
H 2.79 -0.45 0.56
H 2.32 0.99 0.32
O -2.29 0.07 -0.39
H -2.50 0.25 0.54
H -2.74 0.75 -0.90
*
```

---

[5]
ORCA calculation (ωB97M-V with the def2-TZVPD basis set) on an isolated ion of composition C10H18N2 and charge +2 in a non-equilibrium geometry.

Computed properties:
relative energy (zero: lowest compared OMol25 entry of this formula, charge and spin)	9.0350	eV
HOMO energy (alpha / beta)	-16.41 / -16.42	eV
gap between HOMO and LUMO (alpha / beta)	2.77 / 2.79	eV

Structure (ORCA input):
```
! wB97M-V def2-TZVPD RIJCOSX def2/J DEFGRID3
* xyz 2 1
C -5.33 1.04 0.92
C -2.38 0.75 0.39
C -5.67 -0.71 -0.61
C -4.08 -0.68 -0.67
C 2.87 1.01 -1.07
C 3.70 -0.20 0.98
C -1.19 -0.08 -0.18
C 0.07 0.75 -0.17
C 1.21 -0.13 0.33
C 2.61 0.62 0.41
N -6.07 0.25 0.41
N -3.59 0.35 0.17
H -2.22 1.50 1.09
H -6.24 -0.50 -1.60
H -6.21 -1.70 -0.35
H -3.94 -1.59 -0.14
H -3.67 -0.36 -1.63
H 1.97 1.32 -1.62
H 3.65 1.81 -1.00
H 3.44 0.13 -1.53
H 4.04 -1.14 0.42
H 4.73 0.27 0.89
H 3.45 -0.29 2.00
H -1.30 -0.48 -1.19
H -0.96 -1.04 0.36
H 0.21 1.05 -1.20
H -0.02 1.58 0.49
H 1.58 -1.01 -0.19
H 1.05 -0.37 1.37
H 2.29 1.43 1.11
*
```

---

[6]
ORCA calculation (ωB97M-V with the def2-TZVPD basis set) on one molecule with the formula C4H5NOS2 in a non-equilibrium geometry.

Computed properties:
SMILES string	N=[S@@H](=O)c1ccsc1
relative energy (zero: lowest compared OMol25 entry of this formula, charge and spin)	3.2063	eV
HOMO energy	-9.45	eV
gap between HOMO and LUMO	9.77	eV

Structure (ORCA input):
```
! wB97M-V def2-TZVPD RIJCOSX def2/J DEFGRID3
* xyz 0 1
N 0.63 0.15 2.55
S 0.98 0.53 1.12
O 2.35 0.33 0.77
C -0.38 -0.15 0.07
C -1.38 -1.02 0.52
C -2.25 -1.42 -0.54
S -1.76 -0.78 -2.03
C -0.46 0.07 -1.31
H 1.56 -0.05 3.04
H 0.70 1.82 0.94
H -1.44 -1.18 1.60
H -2.92 -2.22 -0.37
H 0.09 0.59 -2.05
*
```

---

no.,E (hartree)
1,-749.42646
2,-5605.62266
3,-1013.71540
4,-176.77510
5,-500.33604
6,-1081.67543